Computed, not measured: a structure of composition C23H23CoI2N5OS2, with ωB97M-V with the def2-TZVPD basis set.

Calculated values
Max |F|: 0.959 eV/A
Calculated total energy: -4013.80336 hartree
LUMO level (spin up / spin down): -0.112 / -0.109 eV
Net charge: 0
Spin multiplicity: 2
Kohn-Sham gap (spin up / spin down): 6.616 / 6.599 eV

Geometry as XYZ:
```
57
Properties=species:S:1:pos:R:3:lowdin_spin:R:1
Co -0.6223 -0.7807 0.0521 0.977
C 5.1305 -3.9941 1.7183 0.000
C 3.9681 -3.0396 1.6393 -0.001
C 4.1538 -1.6585 1.6404 0.000
C 3.0785 -0.8068 1.5549 -0.001
C 1.7403 -1.2449 1.4792 0.001
N 0.7030 -0.3098 1.3621 -0.014
C 0.8195 0.9000 2.0084 -0.001
C 1.5647 1.0359 3.1972 0.000
C 1.8014 2.2487 3.8049 0.000
C 1.3034 3.4261 3.2579 0.001
C 1.6094 4.7797 3.8475 0.000
C 0.5077 3.3061 2.1359 0.000
C 0.2090 2.0808 1.5401 0.001
N -0.7092 2.1083 0.4367 0.000
C -1.4964 3.1591 0.1191 -0.001
C -2.1149 2.8898 -1.0770 0.000
C -1.6757 1.6151 -1.4150 -0.001
N -0.8326 1.1422 -0.5047 -0.004
C 1.5734 -2.6397 1.4228 0.000
C 2.6738 -3.4960 1.5209 0.000
N 0.2911 -3.2414 1.2525 0.000
C -0.0332 -4.5483 1.3294 0.000
C -1.3998 -4.6455 1.2288 0.000
C -1.8423 -3.3326 1.0808 0.000
N -0.8172 -2.4859 1.0909 -0.008
H 5.9753 -3.5388 2.2345 0.000
H 5.4698 -4.2820 0.7203 0.000
H 4.8607 -4.9069 2.2504 0.000
H 5.1562 -1.2486 1.6947 0.000
H 3.2525 0.2583 1.5394 0.000
H 1.9682 0.1363 3.6392 0.000
H 2.3913 2.2830 4.7141 0.000
H 2.2048 4.6836 4.7549 0.000
H 0.6962 5.3216 4.1008 0.000
H 2.1733 5.3981 3.1455 0.000
H 0.1300 4.2186 1.6947 0.000
H -1.5842 4.0144 0.7609 0.000
H -2.8259 3.5039 -1.6003 0.000
H -1.9554 0.9901 -2.2472 0.000
H 2.5199 -4.5663 1.5038 0.000
H 0.6986 -5.3184 1.4808 0.000
H -1.9927 -5.5418 1.2756 0.000
H -2.8416 -2.9442 0.9827 0.000
I 3.2985 2.1717 -1.0606 0.000
C 1.8880 1.2041 -2.3158 0.001
I 1.7223 -0.8973 -2.0457 0.025
H 2.1814 1.3774 -3.3423 0.000
H 0.9174 1.6306 -2.0998 0.000
C -4.5973 -2.2187 -2.6875 -0.001
O -4.6065 -1.5023 -1.4504 0.001
C -3.4429 -1.1643 -0.8899 0.000
S -3.4939 -0.3654 0.5759 0.037
S -1.9679 -1.5750 -1.6419 -0.013
H -4.0475 -3.1539 -2.5888 0.000
H -4.1415 -1.6224 -3.4776 0.000
H -5.6390 -2.4171 -2.9208 0.000
```